No. 1
A structure of composition C14H29N6OPPdSi at a distorted geometry. Source: the OMol25 dataset; level of theory: ωB97M-V/def2-TZVPD.

The geometry in ORCA input format:
```
! wB97M-V def2-TZVPD RIJCOSX def2/J DEFGRID3
* xyz 0 5
Pd -0.3232 0.0171 0.2592
Si 2.0884 0.1618 -0.3008
P -0.8864 0.4860 -2.1235
N -0.3330 -1.7423 -0.0564
H -0.5460 3.0643 2.3419
C -2.6606 0.7970 -2.5867
H -2.7893 0.9376 -3.6753
H -3.0172 1.6972 -2.0581
H -3.2689 -0.0616 -2.2550
C -0.0459 1.9440 -2.8921
H -0.3807 2.1123 -3.9311
H 1.0428 1.7692 -2.8786
H -0.2610 2.8391 -2.2849
C -0.4299 -0.9019 -3.2477
H -0.5752 -0.6328 -4.3085
H -1.0489 -1.7786 -2.9958
H 0.6256 -1.1614 -3.0649
C 2.7700 1.9503 -0.1281
H 2.5279 2.3713 0.8642
H 2.3228 2.6199 -0.8842
H 3.8688 1.9747 -0.2515
H 3.0198 -0.6873 0.5418
H 2.4743 -0.2613 -1.7046
C -0.3219 -3.0960 -0.2446
C -1.4300 -5.2739 -0.1693
C -1.4670 -3.8900 0.0285
C 0.8543 -3.7354 -0.7207
C 0.8759 -5.1189 -0.9126
C -0.2623 -5.8972 -0.6395
H -2.3213 -5.8741 0.0457
H -2.3712 -3.3938 0.3950
H 1.7327 -3.1163 -0.9276
H 1.7905 -5.5982 -1.2795
H -0.2392 -6.9811 -0.7921
C -1.0866 3.0410 1.3683
O -0.8178 1.8155 0.7431
C -2.5897 3.1610 1.6528
H -2.9301 4.1949 1.4636
H -2.8169 2.9057 2.7030
H -3.1574 2.4821 0.9939
C -0.5627 4.1879 0.4962
H -1.3429 4.5407 -0.2013
H 0.3096 3.8505 -0.0907
H -0.2413 5.0332 1.1262
N 2.2010 0.9402 4.8916
N 1.6851 0.2153 3.8285
N 1.7217 -1.1044 3.7409
C 1.1024 -1.3792 2.5762
N 0.7158 -0.2291 1.9828
N 1.0803 0.7564 2.7862
H 2.1296 1.9679 4.9026
H 2.6505 0.4549 5.6815
H 0.9370 -2.3740 2.1897
*
```

Values from the calculation:
**HOMO-LUMO gap (alpha / beta)**: 6.00 / 6.89 eV
**Relative energy (zero: lowest compared OMol25 entry of this formula, charge and spin)**: 0.0 kcal/mol
**Expectation value of S²**: 6.060
**HOMO (alpha / beta)**: -5.34 / -7.68 eV
**LUMO (alpha / beta)**: 0.65 / -0.79 eV

---

No. 2
A structure of composition C14H29O13V at a distorted geometry. Source: the OMol25 dataset; level of theory: ωB97M-V/def2-TZVPD.

The geometry in ORCA input format:
```
! wB97M-V def2-TZVPD RIJCOSX def2/J DEFGRID3
* xyz 1 4
V -0.1363 0.2443 -0.4805
C 2.2420 -1.8347 2.6101
C 1.1806 -2.1291 1.5572
O 0.5714 -0.9962 1.0307
H 1.8381 -1.2447 3.4298
H 3.0565 -1.2470 2.1764
H 2.6811 -2.7960 2.8850
H 0.3905 -2.7162 2.0675
H 1.6003 -2.7469 0.7458
C 0.2522 1.4838 3.4417
O 0.0647 2.7947 2.8418
C -0.4019 2.8661 1.6230
O -0.4708 1.9178 0.8569
O -0.7152 4.1067 1.3431
C -1.3336 4.3593 0.0904
H 0.0208 0.6886 2.7339
H -0.4289 1.3914 4.2868
H 1.2783 1.4665 3.7905
H -0.9148 3.7439 -0.7019
H -1.2274 5.4134 -0.1389
H -2.4049 4.1589 0.1583
C 0.9055 -1.7732 -4.3095
O 0.1353 -2.7870 -3.6855
C -0.1377 -2.6002 -2.4116
O 0.0827 -1.5677 -1.8089
O -0.7350 -3.6678 -1.9373
C -0.9186 -3.7435 -0.5171
H 1.2485 -2.1603 -5.2639
H 1.7927 -1.5474 -3.7151
H 0.3474 -0.8534 -4.4871
H -0.9895 -2.7601 -0.0465
H -0.0586 -4.2077 -0.0260
H -1.7726 -4.3720 -0.2898
C 2.2735 2.1598 -3.2969
O 3.0915 2.3952 -2.1657
C 2.7829 1.7796 -1.0491
O 1.8022 1.0785 -0.8796
O 3.6959 2.0161 -0.1553
C 3.3994 1.6314 1.1987
H 1.3509 2.7505 -3.2544
H 2.0285 1.1058 -3.4356
H 2.7412 2.4919 -4.2215
H 2.5446 2.1844 1.5798
H 4.2813 1.8499 1.7933
H 3.2531 0.5555 1.2598
C -3.9800 -0.8473 -1.8662
O -4.3133 -0.8669 -0.4765
C -3.3735 -0.6538 0.4137
O -2.2259 -0.3133 0.1820
O -3.8500 -0.8328 1.6098
C -2.8951 -0.7514 2.6840
H -2.9157 -1.0123 -2.0632
H -4.1000 0.1712 -2.2478
H -4.6120 -1.5889 -2.3306
H -3.3082 -1.2921 3.5279
H -2.7690 0.2938 2.9654
H -1.9454 -1.1892 2.3788
*
```

Values from the calculation:
**HOMO-LUMO gap (alpha / beta)**: 7.54 / 7.93 eV
**Relative energy (zero: lowest compared OMol25 entry of this formula, charge and spin)**: 10.7 kcal/mol
**Expectation value of S²**: 3.754
**HOMO (alpha / beta)**: -10.36 / -10.84 eV
**LUMO (alpha / beta)**: -2.82 / -2.91 eV

---

No. 3
A cluster of 4 separate species, C14H30BBrO6 in total. Source: the OMol25 dataset; level of theory: ωB97M-V/def2-TZVPD.

The geometry in ORCA input format:
```
! wB97M-V def2-TZVPD RIJCOSX def2/J DEFGRID3
* xyz 0 1
C 3.0334 2.1543 1.3826
C 2.5301 2.7648 0.0706
C 1.0961 3.2480 0.1458
O 0.2560 2.1616 0.4859
C -1.0987 2.3688 0.1747
B -2.1001 1.4502 0.9303
Br -1.4743 0.1683 2.1911
C -3.6633 1.5562 0.6732
O -4.3259 2.2579 1.7304
O -3.7377 3.5612 1.8362
H 3.7178 1.3271 1.1891
H 2.2095 1.7562 1.9761
H 3.5875 2.8924 1.9615
H 2.6153 2.0571 -0.7573
H 3.1533 3.6259 -0.1871
H 0.9897 4.0419 0.9008
H 0.7892 3.6705 -0.8212
H -1.2708 2.2165 -0.9074
H -1.4065 3.4052 0.3994
H -4.1230 0.5686 0.6812
H -3.8965 2.0285 -0.2926
H -4.1037 4.0178 1.0630
C 6.3505 6.2867 1.9935
C 6.2237 5.2812 0.8744
O 5.4607 4.3474 0.9432
C 7.0998 5.5023 -0.3354
H 5.6751 6.0235 2.8033
H 7.3771 6.3067 2.3637
H 6.1120 7.2868 1.6268
H 8.1511 5.4965 -0.0423
H 6.8859 6.4764 -0.7790
H 6.9201 4.7194 -1.0677
C -3.6943 -3.3804 -1.9899
C -3.3675 -2.3732 -0.9214
O -3.2349 -1.1937 -1.1658
C -3.1995 -2.9089 0.4814
H -3.7923 -2.8804 -2.9510
H -2.9068 -4.1326 -2.0407
H -4.6278 -3.8914 -1.7466
H -2.4027 -3.6545 0.4956
H -4.1207 -3.3952 0.8075
H -2.9513 -2.0878 1.1510
C -2.7296 -8.5364 -2.7281
C -2.4149 -7.4980 -1.6798
O -2.3030 -6.3272 -1.9601
C -2.2469 -7.9938 -0.2646
H -2.8268 -8.0612 -3.7007
H -1.9356 -9.2844 -2.7626
H -3.6582 -9.0518 -2.4763
H -1.4371 -8.7240 -0.2183
H -3.1596 -8.4914 0.0678
H -2.0239 -7.1596 0.3957
*
```

Values from the calculation:
**Structure (SMILES)**: CCCOCB(Br)COO.CC(C)=O.CC(C)=O.CC(C)=O
**HOMO-LUMO gap**: 9.98 eV
**HOMO**: -9.30 eV
**LUMO**: 0.68 eV

---

No. 4
A structure of composition C14H30BGeHgN3S2Si3. Source: the OMol25 dataset; level of theory: ωB97M-V/def2-TZVPD.

The geometry in ORCA input format:
```
! wB97M-V def2-TZVPD RIJCOSX def2/J DEFGRID3
* xyz -2 1
Hg -1.3389 0.5765 1.9799
S -1.8438 -1.8023 2.8589
C -3.0994 -2.1545 1.7038
C -3.4225 -3.5386 1.6003
N -3.6543 -4.6672 1.5342
C -3.7997 -1.2760 0.9157
S -3.6530 0.4563 0.8208
C -4.7893 -1.7996 0.0327
N -5.5852 -2.1880 -0.7071
B -2.9747 2.7845 6.1098
C -2.3066 2.2071 4.8101
N -1.8035 1.8271 3.8434
H -3.6367 1.9053 6.6191
H -3.6614 3.7270 5.7657
H -2.0859 3.1531 6.8570
C -2.0804 1.1268 -2.5819
Si -0.2663 1.3624 -2.1030
C 0.7386 0.8696 -3.6500
C 0.0410 3.2363 -1.9279
Ge 0.3942 0.2346 -0.0832
Si 0.5574 -2.0770 -0.7508
C 0.8370 -3.3272 0.6458
C 2.0431 -2.3457 -1.9209
C -0.9739 -2.6622 -1.7066
Si 2.6904 0.8833 0.1644
C 3.8907 0.8164 -1.3206
C 2.8408 2.6781 0.7828
C 3.4748 -0.2283 1.4964
H -2.3703 1.7592 -3.4269
H -2.7313 1.3593 -1.7388
H -2.2834 0.0874 -2.8515
H 0.4409 1.4697 -4.5148
H 0.5889 -0.1832 -3.9044
H 1.8094 1.0205 -3.4866
H -0.4229 3.8006 -2.7416
H 1.1125 3.4556 -1.9340
H -0.3675 3.6073 -0.9844
H 1.8564 -3.2741 1.0403
H 0.6635 -4.3460 0.2868
H 0.1495 -3.1464 1.4734
H 2.9861 -2.1513 -1.4036
H 1.9972 -1.6808 -2.7882
H 2.0670 -3.3778 -2.2825
H -1.8257 -2.7606 -1.0288
H -0.8082 -3.6348 -2.1768
H -1.2562 -1.9488 -2.4852
H 3.5720 1.4945 -2.1171
H 3.9451 -0.1864 -1.7487
H 4.9007 1.1084 -1.0185
H 2.5626 3.3824 -0.0058
H 3.8558 2.9229 1.1085
H 2.1640 2.8478 1.6240
H 3.5954 -1.2474 1.1178
H 2.8133 -0.2826 2.3648
H 4.4526 0.1268 1.8335
*
```

Values from the calculation:
**HOMO-LUMO gap**: 6.12 eV
**Relative energy (zero: lowest compared OMol25 entry of this formula, charge and spin)**: 0.0 kcal/mol
**HOMO**: -1.67 eV
**LUMO**: 4.45 eV